13
Properties=species:S:1:pos:R:3 method="wB97M-V/def2-TZVPD" mol_weight_da=170.49 e_homo_ha=0.0361 total_energy_ha=-1219.257793 gap_ev=5.07 lumo_ev=6.0502 total_charge=-2
Cl 0.344 -0.448 2.402
P -1.223 -0.887 -0.174
O -0.818 -1.992 -1.073
O 0.292 2.363 -0.703
O -2.574 -0.956 0.495
O -1.045 0.523 -1.137
C 1.405 -0.433 -0.032
C -0.523 1.533 -0.300
C 0.177 -0.088 0.725
H 1.885 -1.377 0.341
H 2.103 0.417 0.028
H -1.177 1.881 0.498
H 1.153 -0.538 -1.071